# 1
{
  "formula": "C4H3ClN2O4",
  "method": "wB97M-V/def2-TZVPD",
  "elements": ["C", "C", "C", "C", "N", "N", "O", "O", "O", "O", "Cl", "H", "H", "H"],
  "xyz": [[-0.70146, 1.59096, 0.05348], [1.26069, -0.65941, -1.65870], [0.20839, 1.00637, 1.16406], [-0.19063, -0.41174, 1.17744], [1.13315, -1.81593, -2.02878], [-1.11597, -0.66935, 0.28287], [-1.47117, 0.63328, -0.42242], [-0.84055, 2.68989, -0.34907], [1.51771, 0.39808, -1.30296], [-1.68962, -1.61263, -0.08594], [0.31359, -1.61389, 2.18118], [1.22142, 1.12993, 0.95911], [0.03614, 1.65015, 2.12699], [0.31831, -2.31571, -2.09727]],
  "forces_ev_per_a": [[0.91, -0.23, 1.17], [-0.62, -3.32, -1.00], [-2.04, 1.87, 1.56], [-1.37, 0.97, -1.09], [2.40, 2.59, 0.54], [1.89, 3.14, 1.22], [-0.72, -2.18, -0.35], [0.47, 1.44, -0.04], [0.58, 1.91, 0.40], [-1.57, -2.63, -0.98], [0.60, -1.06, 0.85], [1.73, 0.27, -0.62], [-0.02, -1.50, -1.48], [-2.25, -1.27, -0.17]],
  "lowdin_charge": [-0.521, -0.382, -0.055, -0.724, 0.215, -0.264, 0.144, 0.164, 0.185, 0.090, 0.837, 0.090, 0.178, 0.044],
  "lumo_ha": 0.01409,
  "mol_weight_g_mol": 178.53,
  "spin_multiplicity": 1,
  "smiles": "O=C1CC(Cl)=[N+]([O-])O1.N=C=O",
  "homo_lumo_gap_ev": 10.02,
  "e_above_lowest_kj_mol": 0.0,
  "largest_force_ev_per_a": 3.86,
  "total_energy_ha": -1024.77834
}

=====

# 2
{
  "formula": "C22H27LuN4O2S3",
  "method": "wB97M-V/def2-TZVPD",
  "elements": ["Lu", "C", "C", "N", "C", "C", "S", "C", "C", "S", "C", "N", "C", "H", "H", "H", "H", "H", "H", "H", "H", "C", "C", "C", "C", "C", "C", "C", "C", "C", "C", "O", "O", "H", "H", "H", "H", "H", "H", "H", "H", "H", "H", "H", "C", "N", "C", "C", "N", "C", "S", "H", "H", "H", "H", "H", "H", "H", "H"],
  "xyz": [[-0.52975, -11.46031, 12.62892], [2.31048, -9.16887, 11.64374], [0.90102, -8.70060, 11.58680], [-0.19352, -9.47166, 11.81342], [-1.37527, -8.70275, 11.56581], [-1.12512, -7.42131, 11.01404], [0.53037, -7.12392, 10.95416], [-2.56280, -9.34943, 11.83496], [-3.81082, -8.78194, 11.67323], [-5.10924, -9.87821, 11.86627], [-3.90717, -11.16627, 12.18392], [-2.65536, -10.72483, 12.22268], [-4.23922, -12.57434, 12.29814], [2.40201, -10.13947, 12.17489], [2.94747, -8.53783, 12.21692], [2.71411, -9.13113, 10.62593], [-1.87576, -6.74590, 10.54589], [-3.96377, -7.75926, 11.41573], [-5.29629, -12.78919, 11.97732], [-4.12598, -12.88232, 13.40026], [-3.59331, -13.25198, 11.68705], [0.97853, -18.22698, 8.37291], [1.07893, -16.84866, 8.97904], [0.06752, -15.96502, 8.72750], [-0.03260, -14.73852, 9.39151], [-1.20190, -13.88141, 8.90827], [0.83697, -14.39136, 10.42469], [1.86180, -15.32127, 10.75367], [2.73773, -15.11232, 11.98039], [1.99555, -16.44827, 9.96596], [0.42576, -13.38316, 11.40570], [1.31393, -12.52712, 11.93114], [-0.86076, -13.35166, 11.59870], [1.93980, -18.57620, 7.96828], [0.13928, -18.17655, 7.61798], [0.72270, -18.98645, 9.15554], [-0.64214, -16.18995, 7.87972], [-2.15560, -14.41727, 9.00416], [-1.04075, -13.56633, 7.89789], [-1.29188, -12.96427, 9.49173], [2.08009, -15.04042, 12.83145], [3.31585, -14.20687, 11.90216], [3.37901, -16.01709, 12.16156], [2.85414, -17.11154, 10.16106], [1.96659, -11.57354, 17.81888], [2.60888, -11.70565, 16.55247], [4.00194, -12.06366, 16.47977], [4.19206, -12.34664, 14.93757], [2.86364, -12.12285, 14.39726], [1.99361, -11.78866, 15.34332], [0.30165, -11.52905, 15.08507], [2.58443, -12.00575, 18.59059], [1.00332, -12.04705, 17.85045], [2.05525, -10.51367, 18.06173], [4.30060, -12.91081, 17.11267], [4.65111, -11.23931, 16.85252], [4.53359, -13.44525, 14.85285], [4.87228, -11.57701, 14.39228], [2.56024, -12.49895, 13.51592]],
  "forces_ev_per_a": [[0.60, -1.41, 0.93], [-0.19, -0.80, 0.21], [-1.23, -0.09, -0.49], [0.79, 3.90, -0.76], [4.09, 1.96, -1.23], [-1.66, -2.05, 0.56], [0.59, -1.04, 0.45], [-5.19, -1.35, 0.62], [0.96, -0.63, 0.17], [1.88, -1.27, 0.24], [0.24, 2.07, -0.58], [-0.63, 1.23, -0.98], [-1.05, -2.19, 1.20], [-0.16, 0.27, -0.89], [0.29, 0.98, 0.51], [0.04, -0.62, 0.20], [0.80, -0.53, 0.75], [-0.29, 0.45, -0.09], [1.01, 0.30, 0.52], [-0.28, 0.22, -1.53], [-0.25, 0.79, 0.47], [-0.23, -0.17, 0.01], [-0.05, -0.30, 0.93], [-0.69, 0.92, -1.36], [-1.49, -0.05, -0.85], [0.26, 0.29, 1.13], [0.22, -1.30, 0.63], [0.30, 0.59, -0.36], [0.07, -1.47, -0.55], [1.01, -1.09, 0.20], [0.96, -0.47, -1.63], [-3.20, -1.03, -0.35], [1.85, 1.62, 1.43], [-0.42, 0.19, -0.27], [1.22, -0.50, 0.63], [0.01, 0.74, -0.54], [0.64, 0.33, 1.19], [0.31, 0.07, -0.17], [0.00, -0.13, -0.77], [-0.09, -0.08, -0.17], [-0.19, 0.12, 0.57], [0.41, 0.20, -0.02], [-0.43, 1.03, -0.29], [-0.53, 0.24, 0.11], [0.70, 1.19, 0.75], [-1.13, -0.98, -1.96], [1.59, 0.62, -0.83], [1.81, -0.14, 0.03], [-0.22, -0.18, 0.35], [0.57, -0.24, 1.09], [0.11, 0.13, 0.81], [0.27, -0.65, 0.02], [-0.54, 0.31, -0.02], [-1.09, 0.11, 0.28], [-0.62, -0.06, -0.25], [-0.51, -0.25, -0.45], [-0.40, 1.88, -0.48], [-0.65, -1.74, 1.22], [-0.16, 0.03, -0.33]],
  "lowdin_charge": [1.575, -0.054, -0.545, -0.092, -0.314, -0.306, 1.170, -0.334, -0.310, 1.160, -0.565, -0.068, -0.072, 0.073, 0.082, 0.108, 0.114, 0.085, 0.108, 0.131, 0.096, -0.029, -0.244, -0.013, -0.172, -0.028, -0.077, -0.181, -0.030, 0.009, -0.497, -0.198, -0.152, 0.090, 0.096, 0.105, 0.147, 0.099, 0.083, 0.052, 0.075, 0.069, 0.107, 0.133, -0.034, -0.154, -0.100, -0.095, 0.020, -0.689, 0.611, 0.099, 0.083, 0.113, 0.134, 0.142, 0.150, 0.154, 0.080],
  "lumo_ha": -0.21621,
  "mol_weight_g_mol": 650.65,
  "spin_multiplicity": 1,
  "total_charge": 2,
  "homo_lumo_gap_ev": 7.54,
  "e_above_lowest_kj_mol": 0.0,
  "largest_force_ev_per_a": 5.39,
  "total_energy_ha": -3653.76806
}

=====

# 3
{
  "formula": "C7H13Cl9O",
  "method": "wB97M-V/def2-TZVPD",
  "elements": ["C", "Cl", "Cl", "Cl", "H", "C", "Cl", "Cl", "Cl", "H", "C", "Cl", "Cl", "Cl", "H", "C", "C", "O", "C", "C", "H", "H", "H", "H", "H", "H", "H", "H", "H", "H"],
  "xyz": [[28.06026, 8.51646, -1.60692], [26.78563, 9.05876, -0.37235], [28.84542, 9.91283, -2.32347], [27.45906, 7.45646, -2.92962], [28.83632, 7.93745, -1.10635], [25.26472, 10.59148, -3.35607], [25.18661, 9.49625, -4.68220], [23.84662, 11.68300, -3.51900], [26.68592, 11.61929, -3.51423], [25.23244, 10.07963, -2.39426], [20.63188, 12.91255, -1.94684], [20.06198, 12.56655, -0.31872], [20.94724, 14.58972, -2.01389], [19.45545, 12.40524, -3.19207], [21.53755, 12.34153, -2.15129], [25.17001, 13.47979, -0.63785], [24.72953, 12.50920, 0.50204], [24.04427, 11.49037, -0.20378], [23.72262, 10.39318, 0.68353], [22.72268, 9.55346, -0.10393], [24.37934, 13.59512, -1.37923], [25.50559, 14.43063, -0.22385], [26.01389, 13.09902, -1.21316], [25.57419, 12.07715, 1.03869], [24.11187, 13.00747, 1.24925], [24.64737, 9.92921, 1.02657], [23.22194, 10.72449, 1.59328], [22.73343, 8.51752, 0.23493], [22.97302, 9.56028, -1.16477], [21.74209, 10.02937, -0.09645]],
  "forces_ev_per_a": [[-1.16, -0.60, 0.10], [1.22, -0.67, -1.44], [-0.05, 0.61, -0.13], [-0.02, 0.61, 1.04], [-0.14, 0.27, 0.25], [-1.54, -0.37, -0.47], [0.21, -0.62, -0.22], [0.98, 0.16, 0.30], [0.27, 0.29, 0.46], [0.17, 0.34, 0.05], [-0.36, -0.94, -0.12], [-0.09, -0.57, 0.13], [0.48, 1.27, -0.49], [0.18, 0.06, 0.28], [-0.15, 0.13, 0.30], [0.32, -0.25, 0.93], [0.50, 0.78, -1.82], [-0.20, -0.73, 1.38], [-0.88, 0.56, -1.04], [0.62, -0.14, -0.11], [-0.27, 0.31, 0.42], [-0.26, 0.13, -0.15], [0.18, -0.31, 0.26], [0.32, 0.03, 0.00], [-0.34, 0.02, -0.12], [0.10, -0.45, -0.26], [0.03, 0.45, 0.08], [-0.45, 0.08, 0.04], [0.41, -0.18, -0.11], [-0.07, -0.29, 0.47]],
  "mulliken_spin": [-0.011, 0.008, 0.273, 0.005, 0.024, -0.019, 0.007, 0.192, 0.508, 0.002, 0.001, 0.001, 0.001, 0.000, 0.000, -0.003, 0.001, 0.001, 0.001, 0.000, 0.001, 0.000, 0.002, 0.000, 0.000, 0.000, 0.000, 0.000, 0.001, 0.000],
  "lumo_ha": [-0.14137, -0.37829],
  "mol_weight_g_mol": 432.26,
  "spin_multiplicity": 2,
  "total_charge": 1,
  "homo_lumo_gap_ev": [9.17, 2.71],
  "largest_force_ev_per_a": 2.04,
  "total_energy_ha": -4491.04199
}

=====

# 4
{
  "formula": "C30H35BN12O3PbS",
  "method": "wB97M-V/def2-TZVPD",
  "elements": ["Pb", "C", "C", "N", "N", "C", "B", "N", "C", "C", "C", "N", "N", "C", "C", "C", "N", "N", "C", "C", "C", "N", "H", "H", "H", "H", "H", "H", "H", "H", "H", "H", "H", "H", "C", "C", "C", "C", "C", "C", "C", "S", "O", "O", "N", "C", "C", "C", "C", "C", "N", "H", "H", "H", "H", "H", "H", "H", "H", "H", "H", "H", "C", "N", "C", "C", "C", "N", "C", "C", "O", "H", "H", "H", "H", "H", "H", "H", "H", "H", "H", "H", "H"],
  "xyz": [[-0.27207, -1.00206, -1.43662], [1.56310, -3.61625, -4.61136], [0.56824, -3.30681, -3.69439], [0.98003, -2.33531, -2.87493], [2.24461, -2.00716, -3.24344], [2.60023, -2.76191, -4.29778], [2.98045, -0.78454, -2.63497], [2.19657, 0.48538, -3.10043], [2.52235, 1.47374, -3.94701], [1.38951, 2.22811, -4.20563], [0.38390, 1.61602, -3.46670], [0.87300, 0.57124, -2.79743], [2.90837, -0.84386, -1.06804], [3.94270, -0.77795, -0.21685], [3.45971, -0.83416, 1.07903], [2.08351, -0.94001, 0.93779], [1.75915, -0.93610, -0.36017], [4.42383, -0.77653, -3.02245], [5.29623, -1.82563, -2.96867], [6.56019, -1.33041, -3.13235], [6.37530, 0.06030, -3.26070], [5.10414, 0.39297, -3.17947], [1.53443, -4.35264, -5.39418], [-0.41655, -3.73399, -3.58822], [3.56208, -2.64162, -4.76601], [3.53561, 1.56248, -4.29989], [1.30728, 3.06056, -4.88246], [-0.66566, 1.85714, -3.40144], [4.95411, -0.69722, -0.58097], [4.03182, -0.81688, 1.98943], [1.30932, -1.01006, 1.68548], [4.95685, -2.83582, -2.80700], [7.48329, -1.88210, -3.16029], [7.12162, 0.82340, -3.41214], [-7.20491, 0.70299, 3.96821], [-5.83792, 0.13838, 3.75113], [-5.30275, 0.04862, 2.46096], [-4.04045, -0.46125, 2.24675], [-3.29190, -0.88086, 3.35097], [-3.80228, -0.79942, 4.65246], [-5.06694, -0.29061, 4.83974], [-1.72929, -1.56874, 3.11619], [-1.16528, -1.19781, 1.85078], [-0.91331, -1.48837, 4.28833], [-2.31304, -3.13949, 2.83909], [-2.28313, -4.16096, 3.63024], [-1.62713, -4.20639, 4.93001], [-1.68012, -5.36883, 5.66427], [-2.36035, -6.44231, 5.11868], [-2.98327, -6.34720, 3.81582], [-2.95255, -5.27362, 3.10748], [-7.84545, 0.54333, 3.10307], [-7.13229, 1.78127, 4.13388], [-7.67863, 0.27139, 4.84792], [-5.90033, 0.37156, 1.61838], [-3.62928, -0.54005, 1.25137], [-3.20090, -1.10910, 5.49696], [-5.47482, -0.21709, 5.83924], [-1.11007, -3.32580, 5.28649], [-1.20898, -5.44166, 6.63498], [-2.43587, -7.37587, 5.66501], [-3.50322, -7.20642, 3.40747], [-2.41614, 4.57869, -1.14154], [-0.95503, 4.55771, -1.13701], [-0.28163, 5.82716, -1.44071], [1.05849, 5.56363, -2.08665], [1.87217, 4.66894, -1.18342], [1.10678, 3.52069, -0.74057], [1.80987, 2.42468, -0.13872], [-0.34010, 3.39808, -0.87687], [-0.85576, 2.31195, -0.71730], [-2.78241, 4.58457, -2.16953], [-2.74846, 5.48378, -0.63651], [-2.79489, 3.70285, -0.62590], [-0.18783, 6.41118, -0.52039], [-0.93299, 6.37691, -2.11780], [1.59484, 6.49729, -2.24715], [0.92021, 5.08286, -3.05671], [2.17668, 5.19361, -0.26340], [2.79118, 4.29525, -1.64321], [2.13345, 1.74624, -0.94319], [1.14967, 1.87579, 0.52553], [2.69912, 2.80012, 0.36543]],
  "forces_ev_per_a": [[0.05, 0.11, -0.14], [0.00, 0.00, -0.01], [-0.02, 0.01, 0.02], [0.04, -0.06, 0.10], [0.00, -0.01, -0.03], [-0.01, -0.01, -0.04], [-0.02, -0.03, 0.09], [-0.04, 0.06, 0.00], [0.03, -0.02, -0.06], [0.04, 0.01, 0.00], [-0.06, -0.05, -0.02], [-0.02, -0.02, 0.02], [-0.03, 0.01, 0.00], [0.04, 0.02, 0.03], [0.03, 0.00, 0.01], [-0.08, 0.06, 0.00], [-0.06, -0.04, 0.03], [0.05, -0.03, -0.12], [0.06, 0.00, -0.02], [-0.03, -0.07, 0.04], [0.08, 0.03, 0.00], [-0.15, 0.06, 0.07], [0.01, -0.01, 0.00], [-0.01, -0.01, 0.01], [0.01, 0.01, 0.00], [-0.01, 0.01, 0.00], [-0.01, 0.01, 0.00], [0.00, 0.02, 0.02], [0.00, 0.00, -0.01], [0.01, 0.00, 0.01], [0.00, -0.01, 0.01], [0.01, -0.01, -0.01], [0.00, -0.01, -0.01], [0.00, 0.01, 0.00], [0.01, 0.00, 0.01], [-0.04, 0.00, 0.02], [0.04, -0.03, -0.05], [-0.06, -0.06, 0.05], [-0.02, 0.03, 0.13], [0.05, 0.03, -0.02], [0.00, 0.01, -0.01], [0.12, 0.07, 0.00], [-0.03, -0.08, -0.06], [-0.08, 0.00, 0.03], [-0.07, -0.09, -0.07], [-0.01, -0.02, -0.03], [-0.05, -0.09, 0.00], [0.06, 0.11, 0.01], [-0.10, -0.05, -0.15], [0.08, 0.04, 0.13], [0.05, 0.08, 0.04], [0.00, 0.01, 0.00], [-0.01, 0.00, 0.00], [0.00, 0.00, 0.00], [0.01, 0.01, 0.00], [0.02, -0.02, -0.04], [0.01, -0.01, 0.00], [0.01, 0.00, 0.01], [-0.01, 0.01, 0.00], [0.00, 0.01, -0.01], [-0.01, -0.02, -0.01], [0.00, -0.02, 0.03], [-0.02, -0.03, 0.04], [-0.03, -0.10, -0.02], [0.02, 0.01, -0.03], [0.02, -0.03, 0.02], [0.02, 0.03, 0.05], [-0.17, -0.06, -0.01], [0.05, -0.03, -0.05], [0.14, 0.25, -0.08], [0.14, -0.09, 0.12], [-0.01, 0.02, 0.01], [-0.02, 0.01, -0.02], [0.00, 0.00, 0.00], [0.01, 0.01, -0.01], [-0.01, 0.01, 0.02], [-0.01, 0.00, -0.01], [0.01, 0.01, -0.01], [0.01, 0.01, -0.01], [-0.01, -0.02, -0.01], [-0.01, 0.01, 0.02], [-0.01, 0.01, 0.01], [-0.01, 0.02, 0.00]],
  "mulliken_spin": [0.000, 0.000, 0.000, 0.000, -0.001, 0.000, 0.008, -0.006, 0.007, -0.003, 0.005, 0.001, 0.002, 0.000, 0.000, 0.001, 0.000, 0.000, 0.000, 0.000, 0.000, 0.000, 0.000, 0.000, 0.000, -0.001, -0.001, 0.002, 0.000, 0.000, 0.000, 0.000, 0.000, 0.000, 0.000, 0.000, 0.000, 0.000, 0.000, 0.000, 0.000, 0.000, 0.000, 0.000, 0.000, 0.000, 0.000, 0.000, 0.000, 0.000, 0.000, 0.000, 0.000, 0.000, 0.000, 0.000, 0.000, 0.000, 0.000, 0.000, 0.000, 0.000, -0.005, 0.158, -0.006, 0.001, -0.016, 0.694, 0.036, -0.042, -0.009, 0.013, 0.005, 0.001, 0.009, 0.003, -0.003, 0.006, 0.057, 0.029, 0.036, 0.000, 0.021],
  "lumo_ha": -0.40783,
  "mol_weight_g_mol": 861.77,
  "spin_multiplicity": 2,
  "total_charge": 3,
  "homo_lumo_gap_ev": 4.13,
  "e_above_lowest_kj_mol": 4.0,
  "largest_force_ev_per_a": 0.29,
  "total_energy_ha": -2661.98594
}